A 2-piece molecular cluster, C4H12 overall at a distorted geometry. Source: the Open Molecules 2025 dataset; level of theory: ωB97M-V with the def2-TZVPD basis set.

## Properties
relative energy (zero: lowest compared OMol25 entry of this formula, charge and spin) = 1.117 eV
gap between HOMO and LUMO = 12.28 eV
spin multiplicity = 1

Last column: Löwdin charge in e.
CARTESIAN COORDINATES (ANGSTROEM)
C1 -0.16558 -1.35488 -0.51853  -0.22
C2 -0.34125 -2.54980 -1.54467  -0.19
H1 0.92397 -1.28139 -0.23392  0.07
H2 -0.56037 -0.38632 -1.04245  0.07
H3 -0.79532 -1.53472 0.38800  0.06
H4 -0.70899 -2.15826 -2.54701  0.06
H5 -1.15279 -3.33361 -1.12313  0.09
H6 0.65673 -3.06616 -1.69668  0.06
C3 0.71618 1.45812 0.77440  -0.23
C4 -0.15473 2.54402 1.34787  -0.20
H7 1.81317 1.65482 0.80882  0.07
H8 0.51303 0.49526 1.37302  0.07
H9 0.32458 1.23692 -0.31988  0.07
H10 -1.22582 2.16615 1.17711  0.09
H11 0.09069 3.49913 0.77875  0.09
H12 0.06651 2.61071 2.37830  0.04